Entry 1:
The following is a DFT calculation (wB97M-V/def2-TZVPD) of a structure of composition C39H32CoN2O2P2.

```
78
Properties=species:S:1:pos:R:3:forces:R:3:mulliken_charge:R:1
Co -3.10455 0.23294 -0.35922 0.1033 0.2236 0.2599 0.310
O -3.16591 1.99469 -1.03665 -0.1879 -0.1601 -0.0369 -0.973
C -2.63762 3.06332 -0.46944 0.0672 -0.1694 -0.1489 0.852
C -2.46418 4.20806 -1.26562 0.1115 0.0775 -0.0168 -0.469
C -1.88304 5.35504 -0.76630 -0.0074 0.0054 -0.0024 -0.473
C -1.46200 5.42257 0.56120 0.0041 -0.1047 0.0430 -0.745
C -1.66017 4.32272 1.37009 0.0004 0.1157 -0.1220 -0.793
C -2.23520 3.13876 0.88867 -0.0080 -0.0410 0.2458 0.478
C -2.43005 2.06642 1.86075 0.0397 -0.2130 -0.3271 -0.416
N -2.70793 0.87042 1.50345 -0.0547 0.0826 0.6950 0.208
N -2.83857 -0.11016 2.48849 0.0105 0.2887 -0.4092 -0.762
C -3.31721 -1.18999 1.93022 -0.0396 -0.3340 0.1190 0.618
O -3.68725 -1.29121 0.68776 0.0492 0.1241 -0.2749 -0.959
C -3.41330 -2.42511 2.75716 0.0165 0.1602 0.0283 0.487
C -3.79100 -3.62200 2.15907 0.0016 0.0112 -0.0230 -0.403
C -3.82034 -4.79370 2.90146 0.0030 0.0301 0.0062 -0.697
C -3.48029 -4.77109 4.24575 0.0044 0.0222 0.0047 -0.407
C -3.11318 -3.57337 4.84846 -0.0126 -0.0281 -0.0012 -0.726
C -3.07759 -2.40440 4.10910 0.0080 0.0065 -0.0270 -0.097
H -2.81595 4.16012 -2.28779 -0.0090 -0.0126 -0.0261 0.479
H -1.77243 6.21713 -1.41053 0.0068 0.0417 -0.0329 0.440
H -1.01420 6.32215 0.95628 0.0052 0.0452 0.0147 0.446
H -1.37260 4.36364 2.41313 0.0019 0.0093 0.0637 0.388
H -2.32476 2.29281 2.92005 0.0483 -0.0251 0.0375 0.414
H -4.06082 -3.62163 1.11227 -0.0043 -0.0029 -0.0111 0.432
H -4.11790 -5.72157 2.43263 -0.0079 -0.0288 -0.0131 0.422
H -3.51071 -5.68197 4.82776 0.0022 -0.0322 0.0177 0.421
H -2.85992 -3.55285 5.89948 0.0096 -0.0040 0.0389 0.411
H -2.78631 -1.46847 4.56404 0.0003 0.0251 0.0047 0.485
C 0.29248 1.07085 -1.15535 -0.2153 0.1413 0.1767 -1.245
P -0.77583 -0.34342 -0.63082 -0.1595 -0.4515 -0.3258 0.629
C -0.55176 -1.51963 -2.00430 0.1175 0.0668 0.0396 0.450
C -1.40156 -1.37548 -3.09931 -0.0833 0.1472 -0.0703 -0.788
C -1.28539 -2.21446 -4.19639 -0.0116 -0.0032 -0.0499 -0.698
C -0.32752 -3.21763 -4.20441 0.0225 0.0030 0.0346 -0.657
C 0.52004 -3.37470 -3.11563 -0.0397 0.0164 -0.0546 -0.878
C 0.40987 -2.52786 -2.02379 0.0566 -0.0402 0.0831 -0.220
C -0.06006 -1.08072 0.85045 0.1012 0.2069 0.0118 1.320
C -0.30846 -2.42080 1.13903 -0.0921 -0.0294 0.0247 -0.579
C 0.04441 -2.94173 2.37336 0.0112 0.0037 -0.0134 -0.728
C 0.64252 -2.13128 3.32605 -0.0033 0.0103 -0.0010 -0.786
C 0.87148 -0.79060 3.05247 0.0036 -0.0186 0.0025 -0.904
C 0.51181 -0.26310 1.82394 0.0450 -0.0733 -0.0078 -0.577
P 1.86432 0.74748 -1.96087 0.0310 -0.1599 -0.0054 0.454
C 2.54952 2.24984 -2.55321 -0.0151 0.1953 -0.1928 0.783
C 3.89895 2.25575 -2.94546 0.0774 -0.0233 0.0656 -0.612
C 4.47244 3.41696 -3.42035 0.0104 -0.0635 -0.0010 -0.655
C 3.70817 4.57300 -3.52249 0.0514 0.0672 -0.0299 -0.434
C 2.36823 4.57499 -3.15809 -0.0946 -0.0512 0.0130 -0.749
C 1.77697 3.41662 -2.69370 -0.0052 -0.0498 0.0238 -0.476
C 3.04632 -0.07038 -0.89897 -0.0235 0.1496 -0.0042 0.593
C 3.47626 -1.37247 -1.11883 0.0416 -0.1100 -0.0256 -0.295
C 4.37263 -1.95169 -0.23308 -0.0266 -0.0106 -0.0253 -0.625
C 4.83295 -1.23049 0.85710 0.0116 -0.0160 0.0104 -0.536
C 4.41872 0.07871 1.06257 -0.0124 0.0734 0.0324 -0.743
C 3.53133 0.67032 0.18234 0.0426 -0.0622 0.0812 -0.274
H 0.50553 1.74402 -0.31563 -0.1902 0.0011 0.0109 0.925
H -0.34439 1.62176 -1.85421 0.0648 0.0768 0.0071 0.594
H -2.15841 -0.59339 -3.10759 0.0411 -0.0795 0.0432 0.348
H -1.95229 -2.09238 -5.03915 -0.0012 -0.0018 -0.0014 0.444
H -0.24950 -3.88358 -5.05251 0.0064 -0.0122 -0.0191 0.415
H 1.25755 -4.16605 -3.11211 0.0150 -0.0199 0.0011 0.473
H 1.05394 -2.67034 -1.16701 0.0049 -0.0170 0.0440 0.983
H -0.82253 -3.05318 0.42592 0.0185 -0.0013 -0.0362 0.484
H -0.17638 -3.97633 2.59657 -0.0076 -0.0308 0.0189 0.465
H 0.90498 -2.53798 4.29255 0.0091 -0.0166 0.0317 0.474
H 1.30849 -0.14861 3.80535 0.0067 0.0083 0.0138 0.520
H 0.64914 0.79645 1.65068 0.0269 0.0508 -0.0340 0.315
H 4.49077 1.35385 -2.85630 0.0231 -0.0155 0.0022 0.433
H 5.51255 3.42765 -3.71253 0.0235 -0.0180 -0.0046 0.414
H 4.15964 5.48212 -3.89438 0.0254 0.0245 -0.0058 0.404
H 1.78676 5.48231 -3.23918 -0.0346 -0.0020 0.0006 0.453
H 0.73181 3.42677 -2.41817 -0.0524 0.0344 0.0322 0.397
H 3.12293 -1.92959 -1.97553 -0.0158 0.0069 -0.0166 0.544
H 4.71079 -2.96521 -0.39642 0.0095 -0.0165 -0.0093 0.463
H 5.52752 -1.68613 1.54862 0.0216 -0.0191 0.0194 0.439
H 4.79013 0.64124 1.90813 0.0061 0.0024 0.0077 0.458
H 3.21717 1.69529 0.33892 -0.0049 0.0136 -0.0048 0.414
```
Positions in Å, forces in eV/Å.

Its net charge is +1. Its HOMO energy (spin up / spin down) is -9.66 / -9.78 eV. For the energy above the lowest of the compared OMol25 structures with the same formula, charge and spin, the calculation gives 64.9 kJ/mol. Its multiplicity is 5.



Entry 2:
The following is a DFT calculation (wB97M-V/def2-TZVPD) of a structure of composition C39H32F3O3P2Tl.

```
80
Properties=species:S:1:pos:R:3:forces:R:3:mulliken_charge:R:1
Tl 1.98572 0.63791 -0.90507 -0.2260 -0.6764 0.0161 0.724
P -0.27500 3.05530 -1.34956 -0.0825 1.1909 0.4535 0.823
C 0.76490 -1.54245 1.45872 -4.2749 -2.3028 -2.8229 -0.301
O 1.45756 -0.69967 1.85394 2.1211 1.6424 1.6894 -0.029
P 0.15787 -3.10790 0.77178 1.7533 0.8406 0.8696 1.893
C -0.18349 3.15119 0.43958 0.0492 -0.3470 0.3012 0.662
C -1.85389 3.63316 -1.95573 -0.5366 -0.3003 -0.4197 0.320
C 1.12736 3.95751 -2.00989 0.3620 0.1184 -0.5385 0.795
C 1.60170 -4.03693 0.22981 -0.0215 -0.6832 -0.2296 0.179
C -0.72494 -3.93102 2.09790 -0.4352 -0.1684 0.2674 0.140
C -0.90136 -2.73801 -0.63165 -0.3823 0.2063 -0.3697 0.019
C 0.37831 4.26150 1.09483 0.1113 -0.1314 -0.0141 -0.450
C 0.55480 4.22683 2.47871 -0.1391 0.0663 -0.1547 -0.661
C 0.14254 3.11204 3.21057 -0.0003 -0.1244 -0.1421 -0.653
C -0.46426 2.03210 2.56416 -0.1356 -0.0215 0.1705 -0.267
C -0.65044 2.05527 1.18807 0.2392 0.0294 -0.2084 -0.495
H 0.69918 5.13542 0.52360 -0.0253 -0.2844 0.2130 0.439
H 1.02490 5.07331 2.98238 -0.2028 -0.2525 -0.1561 0.431
H 0.29254 3.07902 4.29141 -0.0267 0.0276 -0.3565 0.455
H -0.79733 1.16443 3.13739 0.1110 0.3000 -0.1700 0.416
H -1.14234 1.22287 0.67648 0.2035 0.1477 0.2113 0.174
C 2.35989 3.97004 -1.32482 -0.0079 -0.1333 0.0133 -0.197
C 3.48620 4.53111 -1.92467 -0.1298 -0.0168 -0.0436 -0.980
C 3.39632 5.07808 -3.20808 -0.2388 -0.0882 0.0703 -0.565
C 2.17393 5.07264 -3.89074 0.0701 -0.0392 0.0871 -0.719
C 1.04136 4.51189 -3.30246 0.0183 -0.1103 0.3038 -0.753
H 2.44953 3.53717 -0.32062 -0.0307 0.2665 -0.3910 0.573
H 4.43358 4.53518 -1.38230 -0.2956 0.0291 -0.2022 0.479
H 4.28259 5.50616 -3.67761 -0.2777 -0.0923 0.1256 0.417
H 2.10474 5.50009 -4.89066 0.0219 -0.1006 0.2774 0.424
H 0.08567 4.49556 -3.83183 0.3124 0.0681 0.0917 0.428
C -2.34616 4.88414 -1.54197 0.1648 -0.0935 -0.1132 -0.326
C -3.55641 5.35320 -2.05215 0.1046 -0.1325 0.0357 -0.660
C -4.29332 4.56887 -2.94712 0.2652 -0.1460 0.0789 -0.477
C -3.82641 3.30325 -3.32172 -0.0436 0.0560 0.0268 -0.713
C -2.61267 2.82733 -2.82880 0.2310 0.3035 0.1658 -0.118
H -1.77398 5.48341 -0.82992 -0.2108 -0.0850 -0.2245 0.366
H -3.92483 6.33371 -1.74581 0.1063 -0.3289 -0.0939 0.423
H -5.23641 4.94405 -3.34929 0.3059 -0.1427 0.1423 0.406
H -4.41166 2.68561 -4.00516 0.1813 0.2028 0.2170 0.420
H -2.23890 1.84081 -3.11034 -0.1610 0.2488 -0.0376 0.421
C -1.84108 -4.74212 1.80969 0.2961 0.1427 0.0468 -0.443
C -2.49853 -5.40340 2.84668 0.0979 0.0640 0.0443 -0.683
C -2.05816 -5.25601 4.16780 0.1017 0.1065 -0.2638 -0.532
C -0.96430 -4.43440 4.45603 0.0802 0.0845 -0.1944 -0.631
C -0.30125 -3.76111 3.42637 -0.1251 -0.1520 -0.0724 -0.368
H -2.17975 -4.84700 0.77617 0.0342 -0.0267 0.3376 0.409
H -3.35912 -6.03524 2.62287 0.2632 0.1938 0.0754 0.408
H -2.57357 -5.77895 4.97512 0.1579 0.1679 -0.2583 0.399
H -0.62173 -4.31336 5.48425 -0.1280 -0.0285 -0.2971 0.426
H 0.53999 -3.09890 3.64539 -0.1962 -0.2257 0.0227 0.369
C 2.31481 -3.60383 -0.90140 0.1444 -0.0428 0.0310 -0.098
C 3.49391 -4.25252 -1.27068 -0.1315 0.0654 0.1269 -0.819
C 3.96529 -5.33331 -0.51829 -0.1751 0.0718 0.1502 -0.549
C 3.25273 -5.77051 0.60388 -0.0021 0.1416 -0.0891 -0.721
C 2.06936 -5.13247 0.97895 -0.0212 0.2095 -0.1675 -0.516
H 1.94280 -2.76065 -1.49490 0.0922 -0.3224 0.1790 0.526
H 4.04264 -3.91205 -2.15040 -0.1502 -0.1464 0.2529 0.441
H 4.89093 -5.83420 -0.80580 -0.2974 0.1383 0.0845 0.418
H 3.61982 -6.61087 1.19355 -0.1082 0.2203 -0.1982 0.432
H 1.50210 -5.47615 1.84724 0.2266 0.0660 -0.2634 0.408
C -0.89369 -3.55610 -1.77872 0.1011 0.1704 0.3390 -0.337
C -1.67676 -3.20974 -2.88041 -0.1126 0.1210 0.0690 -0.796
C -2.47273 -2.05974 -2.84459 0.2195 -0.0754 0.1116 -0.606
C -2.50700 -1.26441 -1.69344 0.1374 -0.1360 0.1888 -0.584
C -1.74212 -1.61351 -0.57770 -0.0332 -0.0633 -0.2204 -0.364
H -0.27323 -4.45454 -1.80318 -0.1542 0.2951 -0.0546 0.518
H -1.66125 -3.84009 -3.77096 -0.0242 0.1928 0.2857 0.447
H -3.07363 -1.78628 -3.71396 0.1820 -0.1081 0.2659 0.427
H -3.13326 -0.37024 -1.66081 0.0945 -0.3276 0.0256 0.614
H -1.78836 -1.02493 0.34243 0.0376 -0.1302 -0.3400 0.436
H 4.11561 -0.34626 0.08490 0.2628 -0.3173 0.7128 0.273
H -0.06412 1.70491 -1.73931 -0.7084 0.3081 0.1049 -0.184
F 3.49780 -1.45480 3.36290 0.2036 1.1534 0.0064 -0.215
C 3.59930 -0.10571 3.27253 0.1582 -0.3673 1.6928 0.777
F 2.54063 0.44685 3.91620 1.1455 -0.3450 -0.6645 -0.180
F 4.73043 0.27051 3.93277 -1.0881 -0.2470 -0.9567 -0.261
C 3.62494 0.33260 1.78538 -1.5164 0.5710 -0.4579 0.527
O 4.00201 -0.68677 1.00359 0.6955 1.0143 -0.3519 -0.322
O 3.15533 1.39733 1.39817 1.3920 -1.3800 0.5568 -0.507
```
Positions in Å, forces in eV/Å.

Its net charge is +2. Its HOMO energy (spin up / spin down) is -11.42 / -10.17 eV. For the energy above the lowest of the compared OMol25 structures with the same formula, charge and spin, the calculation gives 1.4 kJ/mol.



| no. | strongest force on any atom (eV/Å) | E_tot (Eh) |
| --- | --- | --- |
| 1 | 0.70 | -3830.604697 |
| 2 | 5.62 | -2885.228469 |